(1)
Computed, not measured: a structure of composition C15H17N2O5SSe5SiTa, with ωB97M-V/def2-TZVPD.

XYZ file:
```
47
Properties=species:S:1:pos:R:3:forces:R:3
Ta 0.287 0.670 -0.036 0.125 0.320 0.006
O 3.667 -1.113 1.659 0.043 0.010 -0.025
C 2.600 -1.011 0.787 -0.071 0.105 -0.029
O 1.648 -0.113 1.188 0.085 0.074 0.068
C 3.041 -0.641 -0.594 0.086 -0.001 -0.067
C 4.174 -1.039 -1.285 0.019 0.012 -0.020
C 4.262 -0.715 -2.630 0.020 -0.019 0.028
C 3.201 -0.079 -3.273 -0.064 0.039 0.013
C 2.108 0.269 -2.513 0.043 -0.031 -0.080
N 2.088 0.046 -1.205 -0.184 -0.049 0.126
C 0.780 0.775 -3.012 0.051 -0.013 0.069
O 0.584 1.035 -4.171 -0.049 -0.016 -0.026
O -0.111 0.840 -2.044 0.048 0.067 -0.125
H 3.328 -1.433 2.505 -0.016 -0.007 0.018
H 4.944 -1.603 -0.779 0.006 0.006 -0.001
H 5.140 -1.000 -3.195 0.004 -0.003 0.003
H 3.196 0.121 -4.334 0.003 -0.007 -0.002
O 0.017 1.748 1.839 -0.060 -0.048 -0.064
N 0.590 1.396 2.978 0.099 0.026 0.069
C 1.853 1.806 3.198 -0.002 -0.004 0.000
C 2.480 1.518 4.383 0.000 0.013 -0.024
C 1.798 0.780 5.345 -0.047 -0.015 -0.006
C 0.513 0.353 5.084 0.039 0.002 0.032
C -0.106 0.671 3.879 -0.121 -0.021 -0.041
S -1.764 0.236 3.553 0.063 0.061 0.008
H 2.285 2.361 2.378 0.005 0.003 0.002
H 3.491 1.864 4.540 0.000 0.000 0.001
H 2.271 0.534 6.286 0.001 0.001 0.003
H -0.044 -0.237 5.798 0.000 -0.002 0.000
Se 0.004 -1.992 -0.778 -0.157 -0.070 0.044
Se 1.653 -2.799 0.660 0.002 -0.021 -0.105
Se -1.523 -0.756 1.502 -0.054 -0.208 0.192
Se -2.326 0.832 0.040 0.064 -0.047 -0.165
C 2.217 3.934 -3.559 -0.053 0.040 0.015
Si 0.854 4.224 -2.307 0.096 -0.108 -0.006
C -0.847 3.885 -2.992 0.021 0.102 0.035
C 0.930 6.008 -1.741 0.004 -0.030 0.019
Se 1.268 3.079 -0.349 -0.048 -0.072 0.050
H 2.096 4.617 -4.405 -0.012 0.013 0.008
H 2.209 2.920 -3.956 -0.003 -0.014 -0.001
H 3.191 4.129 -3.105 -0.002 -0.002 0.007
H -1.034 4.608 -3.792 -0.028 -0.022 -0.008
H -1.598 4.043 -2.215 0.005 -0.011 -0.001
H -0.965 2.884 -3.399 0.036 -0.046 -0.006
H 0.783 6.677 -2.594 0.000 0.001 -0.006
H 1.891 6.245 -1.284 0.009 -0.012 -0.007
H 0.148 6.212 -1.008 -0.003 0.004 0.000
```
Positions in Å, forces in eV/Å.

As for the charge: 0. Its molecular weight is 941.2 g/mol. Its LUMO energy is -0.80 eV. The maximum force is 0.0067 hartree/bohr. As for the energy relative to the best compared isomer or geometry (same formula, charge and spin): 15.5 kcal/mol. As for the highest occupied orbital energy: -7.62 eV.

=====

(2)
Computed, not measured: a structure of composition C15H17N2PtTe4 at a distorted geometry, with ωB97M-V/def2-TZVPD.

XYZ file:
```
39
Properties=species:S:1:pos:R:3:forces:R:3
Pt 0.894 -1.907 -1.570 -1.781 2.351 -1.435
C -1.331 -2.152 1.761 0.104 0.006 0.043
C 0.179 -1.972 1.637 -0.129 -0.078 -0.363
C 0.601 -0.561 1.920 -0.022 -0.121 -0.163
C 1.057 -0.229 3.181 0.015 0.179 0.060
C 1.434 1.069 3.483 -0.008 0.092 0.118
C 1.351 2.041 2.507 -0.003 -0.009 0.170
C 0.886 1.754 1.230 -0.019 -0.140 -0.294
C 0.808 2.898 0.250 -0.115 0.034 0.025
C -0.416 3.771 0.542 0.110 0.003 -0.141
C 0.499 0.436 0.924 0.427 0.239 1.210
N 0.111 0.027 -0.335 0.119 -0.357 -1.755
C -0.766 0.641 -1.062 0.090 -0.087 0.689
C -1.105 0.213 -2.356 -0.447 0.274 -0.469
C -2.083 0.733 -3.226 0.176 0.182 0.548
C -2.065 -0.071 -4.350 -0.001 -0.053 -0.298
C -1.086 -1.043 -4.122 -0.007 -0.423 -0.560
N -0.506 -0.869 -2.942 0.552 -0.966 1.550
H -1.604 -3.180 1.526 -0.084 -0.033 -0.041
H -1.845 -1.489 1.067 -0.111 0.010 -0.093
H -1.668 -1.914 2.770 -0.087 -0.001 0.102
H 0.463 -2.234 0.596 -0.057 -0.070 0.839
H 0.687 -2.655 2.323 0.077 0.033 -0.116
H 1.120 -0.997 3.939 0.018 -0.110 0.025
H 1.783 1.321 4.476 0.059 0.001 0.007
H 1.651 3.057 2.735 0.033 0.066 -0.010
H 0.775 2.537 -0.780 0.078 0.030 0.056
H 1.706 3.516 0.351 -0.009 -0.088 -0.047
H -1.332 3.184 0.471 -0.068 0.059 0.034
H -0.485 4.606 -0.155 -0.027 0.049 -0.022
H -0.358 4.166 1.555 -0.040 0.043 0.051
H -1.332 1.491 -0.669 0.100 -0.129 0.047
H -2.708 1.588 -3.024 -0.013 0.047 -0.032
H -2.668 0.024 -5.237 -0.043 -0.008 -0.061
H -0.807 -1.858 -4.771 0.073 -0.068 0.032
Te -0.341 -4.137 -2.060 0.691 0.196 -0.176
Te 1.411 -5.624 -0.612 0.459 0.042 0.222
Te 3.773 -4.409 -1.238 -0.019 -0.526 -0.149
Te 3.316 -1.772 -0.733 -0.090 -0.667 0.397
```
Positions in Å, forces in eV/Å.

As for the charge: -1. Its molecular weight is 930.8 g/mol. Its LUMO energy (alpha / beta) is 1.56 / 1.65 eV. The maximum force is 0.0638 hartree/bohr. As for the highest occupied orbital energy (alpha / beta): -3.64 / -3.62 eV.

=====

(3)
Computed, not measured: a structure of composition C15H17N2SbSe4Ta at a distorted geometry, with ωB97M-V/def2-TZVPD.

XYZ file:
```
40
Properties=species:S:1:pos:R:3:forces:R:3
Ta 0.154 -1.818 -0.492 -0.659 0.784 0.419
C -3.266 0.573 -0.410 -0.075 0.116 0.217
C -2.498 1.480 0.553 0.042 0.023 -0.108
C -1.219 2.008 -0.054 0.029 -0.074 0.032
C -1.227 3.257 -0.662 -0.042 -0.057 0.011
C -0.091 3.771 -1.265 0.050 -0.031 -0.002
C 1.088 3.048 -1.237 -0.031 0.100 -0.038
C 1.153 1.799 -0.632 0.021 -0.172 0.137
C 2.491 1.097 -0.567 -0.013 0.029 -0.044
C 2.971 0.574 -1.921 0.000 0.012 -0.019
C -0.020 1.283 -0.070 0.096 0.134 0.024
N -0.008 -0.040 0.522 -0.097 0.158 0.175
C -0.098 -0.186 1.850 0.102 0.379 -0.265
C -0.341 -1.445 2.348 -0.125 -0.545 -0.011
C -0.367 -2.022 3.633 -0.018 0.179 -0.024
C -0.602 -3.370 3.461 -0.022 -0.166 0.044
C -0.708 -3.599 2.080 -0.062 0.020 0.122
N -0.569 -2.459 1.399 0.027 0.217 -0.086
H -4.217 0.271 0.031 0.015 -0.011 -0.035
H -2.701 -0.332 -0.627 -0.011 -0.008 -0.078
H -3.472 1.089 -1.348 0.031 -0.028 -0.033
H -2.314 0.941 1.485 0.038 -0.004 0.021
H -3.107 2.342 0.827 -0.067 -0.037 -0.015
H -2.145 3.831 -0.657 0.005 0.014 -0.006
H -0.121 4.745 -1.735 0.008 0.006 -0.002
H 1.991 3.464 -1.669 -0.010 0.017 -0.005
H 2.469 0.285 0.160 -0.003 -0.005 0.020
H 3.227 1.810 -0.190 -0.017 0.007 0.003
H 2.283 -0.162 -2.346 -0.019 0.013 0.011
H 3.945 0.092 -1.830 -0.001 0.016 -0.005
H 3.056 1.388 -2.641 0.015 -0.004 -0.012
H 0.027 0.694 2.474 -0.027 -0.057 0.078
H -0.234 -1.490 4.562 -0.009 -0.017 0.007
H -0.696 -4.119 4.230 0.006 0.013 -0.011
H -0.883 -4.535 1.572 0.007 0.000 -0.003
Se 2.352 -2.667 -0.245 0.416 -0.330 -0.056
Sb 1.889 -3.819 -2.632 -0.098 -0.289 -0.308
Se -1.746 -2.839 -1.731 -0.057 -0.270 0.111
Se -0.478 -1.157 -2.807 0.259 -0.181 -0.086
Se 4.035 -3.784 -3.421 0.295 0.046 -0.181
```
Positions in Å, forces in eV/Å.

As for the charge: +1. Its molecular weight is 843.9 g/mol. Its LUMO energy is -4.93 eV. The maximum force is 0.0215 hartree/bohr. As for the energy relative to the best compared isomer or geometry (same formula, charge and spin): 0.0 kcal/mol. As for the highest occupied orbital energy: -11.61 eV.

=====

(4)
Computed, not measured: a structure of composition C15H17N3O3Sn at a distorted geometry, with ωB97M-V/def2-TZVPD.

XYZ file:
```
39
Properties=species:S:1:pos:R:3:forces:R:3
Sn 0.910 -0.011 0.820 -0.348 -0.445 -0.577
C -1.397 3.723 0.361 -0.015 0.035 -0.080
C -1.281 3.914 -1.012 -0.021 0.031 0.048
C -0.549 3.022 -1.782 0.017 -0.001 0.018
C 0.052 1.936 -1.169 0.012 0.152 -0.044
N -0.084 1.764 0.161 -0.211 0.408 0.273
C -0.775 2.633 0.922 -0.048 -0.020 -0.078
C 0.885 0.924 -1.867 0.172 -0.209 -0.373
C 1.087 0.908 -3.244 -0.147 0.213 0.052
C 1.878 -0.072 -3.827 0.028 -0.034 -0.014
C 2.481 -1.059 -3.061 0.079 -0.119 0.104
C 2.299 -1.072 -1.681 -0.170 0.358 -0.465
C 1.504 -0.080 -1.127 0.638 -0.311 0.030
H -1.955 4.408 0.983 0.018 0.013 -0.001
H -1.752 4.766 -1.485 -0.002 0.001 0.009
H -0.440 3.189 -2.843 -0.003 -0.033 0.003
H -0.816 2.431 1.985 0.035 -0.048 -0.017
H 0.632 1.659 -3.876 0.018 -0.028 -0.011
H 2.026 -0.062 -4.898 0.000 -0.006 -0.002
H 3.094 -1.816 -3.530 -0.004 0.024 -0.026
H 2.774 -1.840 -1.084 0.006 0.003 0.041
N 2.189 -1.666 1.861 0.107 -0.173 0.102
N 1.759 -1.602 3.196 -0.119 -0.140 0.019
C 1.012 -0.533 3.662 -0.090 0.459 -0.501
O 0.737 -0.378 4.800 -0.063 -0.046 0.171
O 0.589 0.324 2.668 0.106 -0.080 1.043
H 1.970 -2.582 1.469 0.023 -0.019 0.048
H 3.202 -1.539 1.799 -0.024 0.049 -0.033
H 2.186 -2.205 3.885 0.061 0.034 -0.015
C -2.049 -2.832 1.640 0.010 0.036 0.007
C -1.926 -1.697 0.692 -0.055 -0.132 0.062
C -3.104 -1.143 -0.018 0.014 -0.014 -0.030
O -0.806 -1.185 0.484 -0.029 0.008 0.211
H -3.026 -3.303 1.606 -0.001 0.004 -0.003
H -1.877 -2.448 2.652 -0.014 0.014 -0.004
H -1.268 -3.567 1.440 0.006 0.009 -0.001
H -3.984 -1.769 0.077 0.005 -0.002 0.006
H -2.855 -0.985 -1.069 0.008 0.017 0.008
H -3.322 -0.158 0.410 0.002 -0.009 0.019
```
Positions in Å, forces in eV/Å.

As for the charge: +2. Its molecular weight is 406.0 g/mol. Its LUMO energy is -7.19 eV. The maximum force is 0.0204 hartree/bohr. As for the energy relative to the best compared isomer or geometry (same formula, charge and spin): 11.9 kcal/mol. As for the highest occupied orbital energy: -15.57 eV.

=====

(5)
Computed, not measured: the molecule C15H17N3O5 at a distorted geometry, with ωB97M-V/def2-TZVPD.

XYZ file:
```
40
Properties=species:S:1:pos:R:3:forces:R:3
C -1.904 -0.599 2.219 -0.114 -0.747 0.921
C -0.400 -0.189 2.380 -1.779 -0.501 0.082
C -2.230 -1.213 0.863 1.044 0.318 -0.372
C -2.351 -0.334 -0.410 0.955 -0.481 2.148
C 1.278 1.413 1.806 0.139 0.067 -0.385
C 1.320 2.882 1.367 0.481 -1.895 1.381
C 2.166 0.524 0.867 -0.958 0.102 0.115
C 1.628 0.510 -0.569 1.527 -0.289 3.140
C 1.739 1.476 -1.477 0.225 3.327 -1.283
C 1.207 -0.659 -1.215 -0.162 -2.979 -0.790
C 1.077 -0.336 -2.575 -0.382 0.109 -0.354
C 1.045 -2.063 -0.834 -0.548 1.931 -0.083
C 0.746 -1.298 -3.524 -0.984 -0.883 -0.581
C 0.629 -2.981 -1.789 0.355 0.939 0.509
C 0.470 -2.618 -3.136 0.991 0.966 0.389
H -3.075 1.142 1.770 0.511 -0.448 0.435
H -2.732 0.893 3.454 -0.084 -0.433 -1.468
H -2.139 -1.450 2.962 0.790 1.305 -0.881
H -1.548 -2.073 0.631 -0.430 0.916 0.093
H -3.206 -1.644 0.923 -0.792 -0.411 0.233
H -2.626 -0.695 -2.187 -0.039 -0.458 0.255
H -0.815 1.670 1.501 -0.169 -0.633 -0.029
H 1.690 1.345 2.847 -0.311 0.214 -0.777
H 3.227 0.835 0.923 -0.642 0.004 -0.050
H 2.088 -0.500 1.277 0.191 0.533 -0.205
H 2.053 2.571 -1.411 -0.365 -1.865 0.206
H 1.514 1.545 -3.567 -0.235 -0.447 0.299
H 1.129 -2.310 0.232 0.059 -0.132 -0.513
H 0.575 -1.017 -4.557 0.262 0.026 -0.060
H 0.421 -3.986 -1.493 0.024 -0.521 0.153
H 0.296 -3.424 -3.836 -0.317 0.328 -0.288
H 0.356 4.388 1.338 -0.979 -0.870 -0.226
N -2.823 0.475 2.504 -0.615 0.781 1.102
N -0.129 0.994 1.809 1.802 -0.001 0.082
N 1.328 1.030 -2.713 0.211 -0.672 -0.137
O 0.415 -0.869 2.980 0.023 -0.034 -0.309
O -2.264 0.853 -0.591 -0.067 0.125 0.355
O -2.589 -1.207 -1.349 -0.417 -0.140 -2.529
O 2.334 3.497 1.210 0.102 0.437 -0.399
O 0.099 3.423 1.364 0.694 2.415 -0.179
```
Positions in Å, forces in eV/Å.

As for the charge: 0. Its molecular weight is 319.3 g/mol. The SMILES is N[C@@H](CC(=O)O)C(=O)N[C@@H](Cc1c[nH]c2ccccc12)C(=O)O. Its LUMO energy is 0.55 eV. The maximum force is 0.0695 hartree/bohr. As for the energy relative to the best compared isomer or geometry (same formula, charge and spin): 29.1 kcal/mol. As for the highest occupied orbital energy: -8.00 eV.

=====

(6)
Computed, not measured: a cluster of 3 separate species, C15H17N5O4P in total at a distorted geometry, with ωB97M-V/def2-TZVPD.

XYZ file:
```
42
Properties=species:S:1:pos:R:3:forces:R:3
N -2.306 -2.297 2.306 1.624 -0.330 -2.820
P -1.909 -3.209 1.029 -1.875 2.065 3.420
N -0.796 -2.436 -0.130 2.386 -0.355 -1.417
C -1.292 -1.399 -1.118 7.645 -1.130 -1.314
C 0.118 -1.111 -1.909 -2.803 -2.124 3.381
N 1.199 -1.981 -1.301 -4.570 -0.401 2.098
C 0.663 -2.842 -0.149 -2.689 4.554 -4.522
H -1.779 -1.403 2.200 -0.645 -0.636 0.622
H -3.150 -3.475 0.296 1.519 -0.440 -0.069
H -1.263 -4.401 1.514 -0.201 0.254 -1.234
H -2.355 -0.926 -1.292 2.366 -1.351 0.735
H 0.251 -0.346 -2.786 0.068 -1.801 1.951
H 2.190 -1.995 -1.637 -1.340 -0.036 0.523
H 1.267 -3.612 0.504 -1.421 1.798 -1.329
C 6.094 0.843 0.767 -0.019 -0.098 0.071
C 6.677 0.148 1.828 -0.359 -0.123 -0.180
C 6.069 -1.006 2.326 -0.075 -0.035 -0.042
C 4.875 -1.460 1.749 0.414 0.738 -0.312
C 4.284 -0.760 0.689 0.176 0.067 0.010
C 4.899 0.395 0.201 0.075 -0.281 0.278
N 4.245 -2.687 2.251 0.341 -1.035 1.162
O 4.788 -3.267 3.203 -1.199 1.018 -1.862
O 3.208 -3.074 1.693 0.835 0.276 0.461
H 6.574 1.739 0.379 -0.116 -0.197 0.092
H 7.607 0.504 2.265 -0.226 -0.128 -0.063
H 6.536 -1.537 3.153 -0.276 -0.013 -0.223
H 3.355 -1.098 0.234 0.242 -0.015 0.325
H 4.450 0.944 -0.624 0.068 -0.123 0.182
C -6.185 3.476 -0.311 0.105 -0.036 -0.067
C -4.957 4.034 0.047 0.026 -0.267 -0.295
C -3.797 3.672 -0.641 -0.015 -0.010 -0.015
C -3.880 2.750 -1.693 -0.778 0.283 0.476
C -5.111 2.182 -2.049 -0.007 0.002 0.016
C -6.263 2.550 -1.352 0.371 0.124 0.081
N -2.668 2.384 -2.437 0.931 0.001 -0.413
O -1.596 2.893 -2.079 -1.455 -0.907 -0.575
O -2.788 1.591 -3.381 0.339 0.817 1.259
H -7.088 3.766 0.225 0.201 -0.068 -0.117
H -4.904 4.754 0.861 0.046 -0.163 -0.198
H -2.847 4.116 -0.350 -0.157 -0.199 -0.239
H -5.189 1.461 -2.860 0.205 0.235 0.148
H -7.224 2.117 -1.623 0.243 0.072 0.015
```
Positions in Å, forces in eV/Å.

As for the charge: +1. Its molecular weight is 362.3 g/mol. Its LUMO energy is -4.51 eV. The maximum force is 0.1524 hartree/bohr. As for the highest occupied orbital energy: -12.08 eV.